{"formula": "C73H179F3N10O33", "method": "ωB97M-V/def2-TZVPD", "gap_ev": 8.90, "lumo_ha": -0.19583, "homo_ev": -14.23, "total_energy_ev": -169184.391, "charge": 4, "species": ["O", "H", "H", "C", "O", "C", "H", "H", "C", "H", "C", "H", "C", "H", "H", "H", "H", "O", "H", "H", "H", "C", "H", "H", "C", "C", "H", "H", "H", "H", "H", "H", "N", "H", "N", "H", "H", "H", "H", "C", "C", "H", "H", "H", "H", "H", "O", "H", "F", "H", "H", "H", "H", "C", "H", "H", "C", "H", "N", "O", "H", "H", "H", "H", "H", "H", "H", "H", "O", "H", "H", "H", "H", "H", "H", "H", "H", "O", "C", "O", "H", "H", "C", "C", "O", "H", "H", "H", "H", "H", "H", "N", "N", "H", "H", "C", "O", "H", "H", "H", "H", "H", "H", "H", "C", "C", "H", "C", "C", "O", "O", "C", "H", "C", "H", "F", "H", "H", "C", "H", "C", "O", "H", "O", "O", "C", "H", "H", "H", "H", "C", "H", "C", "H", "H", "H", "H", "H", "H", "H", "H", "H", "H", "C", "H", "H", "H", "C", "C", "H", "C", "H", "H", "C", "O", "H", "H", "H", "H", "C", "C", "H", "H", "C", "N", "H", "H", "C", "H", "C", "H", "H", "C", "O", "H", "H", "C", "C", "H", "C", "H", "H", "H", "H", "H", "H", "O", "H", "C", "H", "H", "H", "N", "C", "H", "H", "C", "C", "H", "H", "H", "C", "H", "C", "C", "H", "H", "H", "C", "H", "H", "O", "H", "H", "N", "C", "H", "N", "C", "C", "H", "C", "O", "H", "O", "H", "C", "H", "C", "H", "O", "H", "O", "H", "O", "C", "H", "C", "H", "H", "H", "H", "C", "H", "C", "N", "H", "C", "C", "H", "C", "H", "H", "O", "H", "O", "H", "C", "C", "H", "H", "H", "O", "H", "C", "O", "C", "C", "H", "F", "H", "O", "O", "H", "H", "H", "C", "H", "H", "C", "C", "H", "H", "H", "H", "O", "H", "H", "O", "C", "C", "H", "H", "C", "H", "H", "H", "O"], "xyz": [[3.665863, 2.060731, 6.824387], [4.646975, 5.560148, 0.295562], [5.330400, -10.444154, -4.817172], [-4.975636, 1.237629, 4.454773], [0.615170, 6.713499, -0.215142], [4.573390, -5.924569, -7.800678], [-1.156218, -1.881344, -8.477063], [-0.061724, -0.980218, -9.568580], [0.550915, -3.177558, -5.213835], [4.262848, -4.844764, 1.626885], [-3.525166, -1.018996, 0.777019], [1.045649, -0.987438, 6.893705], [-3.026970, -5.897645, 0.432478], [2.114711, 1.606304, 5.520344], [-12.883272, -5.238531, -5.142178], [4.376651, -7.467519, -6.319132], [0.844849, 4.314767, -4.923311], [3.759257, 5.606774, -3.021054], [-0.472163, -3.043178, -5.632404], [-3.396180, 0.816022, 6.600617], [-1.276299, 7.810938, 0.889250], [3.144020, -2.531304, 6.858156], [3.549227, -5.630566, -7.969062], [-13.140080, -1.824011, -3.980668], [2.270275, 1.952499, 6.528496], [-4.835673, 6.767806, 0.340698], [1.274570, 0.821256, -8.737631], [-1.212592, 1.897277, -1.657870], [-3.932756, -2.089419, 6.492593], [5.105775, 1.200135, -9.475165], [5.172892, -5.248709, -7.141890], [-3.092274, 1.881842, -4.425513], [4.627776, -3.424557, 3.176025], [4.242235, -1.863322, 2.564819], [-4.215492, -1.065761, 6.519680], [-0.576915, 0.352385, 0.692444], [0.908377, -1.311805, -0.080238], [3.654095, 0.968256, -4.609991], [4.055088, 2.522340, -8.835673], [-15.766937, -2.366452, -4.776001], [1.551166, 0.953068, 7.361927], [3.789211, 3.859970, 7.893803], [-15.912826, -1.612165, -5.617730], [4.423103, 4.658378, -4.816430], [1.233957, 8.476668, 6.484720], [-11.133370, 2.223642, -2.259706], [5.850694, 0.495131, -3.094689], [-12.837661, 2.392845, -1.968466], [0.175880, 2.045896, 3.444313], [4.468561, 1.728715, 3.796047], [5.665556, 5.714603, -4.060598], [-4.488843, -4.115809, 9.724339], [-6.719866, 1.672723, 5.079444], [0.672888, 1.953637, -6.950352], [3.916917, 1.416079, 2.205120], [1.731471, 2.892790, 6.671785], [-1.410008, 1.836956, -5.687355], [-6.301488, -1.902317, 9.236520], [1.842342, -0.384844, 6.775471], [5.233911, -5.944003, -9.028186], [-1.951953, 8.349821, 2.808294], [-6.320451, -1.015332, 6.873950], [-1.658422, 3.614352, -1.680455], [5.324964, 6.480994, -1.881057], [2.722871, 5.675606, 4.408600], [-3.160200, -4.779185, 2.653902], [3.356585, 1.017522, -9.703989], [-1.959040, -2.407765, 8.082491], [4.146372, -0.886347, 2.438496], [6.471843, 1.386124, -1.332229], [-1.940641, 5.381409, 2.773524], [-1.787476, -2.051879, 0.584142], [-16.715592, -2.741688, -4.451995], [4.590009, -1.251292, -6.321090], [-2.619851, 0.905110, 0.238737], [2.982820, -1.072101, -3.099067], [2.283988, -4.476256, 2.978716], [-4.209884, -2.220382, 9.109844], [5.939256, -3.389547, 3.757058], [-0.828693, -1.209912, 6.751439], [1.670747, 2.423811, -6.805725], [6.338787, -4.211539, -9.436430], [5.443852, -4.725887, -9.696374], [5.020586, 0.749124, -6.848229], [3.060426, -0.786029, 4.333800], [6.393803, 2.467122, -2.676350], [-1.914641, -2.985835, 6.310287], [-1.782387, 0.656131, -3.882788], [-11.854793, 1.360237, -0.868308], [-4.396441, 6.084464, 3.012096], [-0.007052, 2.577146, -7.510274], [-2.397279, -1.771679, 1.334467], [6.236994, -7.605535, -7.324773], [-4.690674, 6.381721, -0.675003], [-4.638731, 7.858825, 0.325385], [4.784068, 4.994224, -3.852371], [-0.351655, -0.058064, -7.791165], [-3.011237, -3.262595, 10.431248], [4.585086, -4.027966, -9.583967], [2.378252, 4.339887, -1.177228], [-1.940328, -1.869621, -2.524747], [-2.458824, 6.522152, 4.082443], [-2.634643, -5.944824, -0.641506], [0.447402, 7.913826, 1.951284], [-2.285495, 6.430892, 2.981651], [1.799902, -0.872141, -0.473321], [-1.098009, 8.251547, -2.533673], [-2.646116, -2.796293, 2.295381], [4.134083, 5.169495, -0.670918], [-3.818201, 6.107901, 1.057049], [-12.233819, 0.614879, -2.831439], [6.974113, -7.185735, -6.063201], [5.723913, -0.430064, -5.302511], [0.057080, 0.427013, 1.648844], [-2.200015, -1.141004, 5.218959], [-0.258531, 2.739995, 1.352320], [0.449108, 2.377566, -4.928914], [3.161143, 7.000400, 3.282690], [-3.417448, -4.018530, 1.884346], [1.793784, 4.082263, 2.872817], [-13.380601, -0.217577, -2.511105], [-1.554452, 2.804373, -3.499318], [1.033064, -3.964246, -5.722017], [-14.409691, -4.155500, -4.168692], [-0.029677, -0.678701, 2.462824], [4.798004, -0.312348, -5.809398], [2.627230, -1.500384, -0.140664], [1.532420, 5.641941, 1.988417], [-0.322026, 6.689868, -2.674665], [0.005347, 9.706955, 6.173954], [-13.826051, -1.067089, -3.679970], [1.143732, 1.153688, -0.608894], [1.199672, 4.332064, -3.824940], [-0.808900, -1.187484, 2.252845], [3.735323, 7.073257, -1.570949], [-3.561693, -1.189072, -2.396150], [2.166882, 5.682570, -0.344208], [-1.788598, 1.113943, -6.424483], [3.989580, -3.286509, 3.977375], [6.473061, -8.524042, -7.515834], [3.125261, -4.540324, 8.574060], [5.155196, -5.416046, 3.076630], [6.071268, -2.465634, 4.342557], [2.130085, 3.211105, -3.522718], [-0.422612, -3.161540, 7.216628], [5.908254, 0.495440, -7.379793], [6.031246, -4.265374, 4.462867], [-3.686959, 6.599968, 2.392231], [-0.464011, 1.754344, 2.335234], [6.497258, -6.267624, -5.770199], [7.735351, -1.286034, 1.761860], [5.021751, 1.731121, -6.364971], [-1.385336, 0.322175, 5.332428], [3.000249, -5.214696, 3.318487], [3.099348, -5.106789, 4.745699], [2.754784, -6.229597, 3.013286], [-14.957357, -2.479709, -2.803496], [5.455523, -5.019552, -10.749747], [2.930909, -0.403073, -5.225982], [3.563002, -0.203164, 3.403759], [2.206099, 4.780740, 2.040072], [-0.137312, 9.494324, 3.689162], [-2.377304, -6.334040, 1.197781], [4.257941, 6.142015, -1.828427], [0.056174, 1.736385, -5.557050], [7.335382, -4.394778, 2.389242], [-4.091058, -6.281288, 0.609214], [-1.318289, -2.513008, 7.116024], [0.533174, 1.130892, 7.406392], [-3.053263, -0.187908, 6.855130], [7.786008, -8.151846, -4.339930], [7.681942, 1.205585, -2.620644], [3.614147, 1.295216, 3.252019], [1.413993, 0.752079, 1.421979], [4.826825, -0.214773, -1.474784], [2.199729, -3.266988, 9.428898], [4.115697, 1.395216, -8.947288], [7.094061, -3.360314, 2.715870], [3.904647, -0.512600, 7.137997], [6.659223, 1.427954, -2.397978], [2.515148, -5.859733, 6.478354], [1.588374, 0.089261, -7.170240], [4.602286, 4.169577, -0.889489], [3.235861, -2.461174, 5.805800], [-1.587811, 2.867228, -6.063606], [-15.816792, -1.070518, -3.001182], [-2.107672, -0.494089, -1.128521], [0.705656, 8.089386, -2.576547], [0.267820, 8.489231, 3.944888], [1.856283, 0.929689, 8.412612], [1.733711, -0.781562, -1.565891], [-14.472811, -6.125329, -4.747736], [-1.448114, 7.528851, 2.506390], [-1.856525, 2.658330, -2.153870], [1.147878, -5.550160, 5.328943], [5.976620, -8.192706, -4.384289], [-1.834632, -0.480899, 5.961792], [-5.398811, -1.038598, 7.429110], [5.295753, 4.179093, -3.364194], [7.506887, -0.754551, 2.686610], [8.751520, -1.535484, 1.861098], [3.027148, -1.097882, 7.398210], [-4.500358, -3.880574, 1.853979], [3.963902, -0.801407, -3.500765], [1.311395, -1.880943, -5.192360], [-5.693210, -3.131509, 8.024234], [6.567086, -7.027029, -8.176132], [1.310291, 8.610324, 4.158358], [-0.059527, 7.566978, 2.843712], [-13.090364, -0.729640, -1.593429], [0.278659, 0.707915, -5.221188], [-4.704811, 2.377054, 4.097188], [-14.012451, -3.008537, -5.868061], [-4.651287, -2.978586, 11.026668], [2.690068, 4.817469, -0.392788], [-4.092222, -3.223809, 10.135578], [-2.980653, -2.336651, -1.189528], [-15.183163, -1.726966, -3.510786], [-0.280555, -1.231324, -8.544635], [4.306973, -4.829579, 2.739407], [2.764021, 1.915829, 3.515104], [0.179532, 8.611478, 6.261704], [6.960246, -2.476614, 1.666040], [7.892065, -3.038858, 3.367170], [2.080238, -3.393080, 7.348274], [-4.187903, -1.721110, 0.314589], [4.603168, 0.152257, -2.491410], [1.328444, 3.651176, 0.528615], [2.189535, -3.990278, 8.560167], [7.539637, -0.698178, 0.862073], [2.328660, 2.987770, -2.298314], [4.340791, -8.123529, -7.958449], [-6.128799, 0.922727, 5.097156], [-3.991868, -0.441455, 1.588383], [2.524946, 2.553286, -4.541495], [3.466750, 5.999619, 3.648096], [1.288313, -4.587296, 8.681043], [0.904322, 0.676237, -7.702376], [0.175174, 6.569341, 3.169094], [1.676483, 5.314210, -3.698227], [4.110690, -2.879518, 7.243236], [6.588350, -11.413941, -5.670616], [-2.706792, -1.540550, -1.853400], [-14.319589, 0.371264, -2.165724], [6.407827, -10.583266, -4.970926], [3.761109, -0.025511, -4.743880], [-13.337025, -5.726888, -3.493440], [-12.019719, 1.700782, -1.964978], [3.993439, 2.755026, 8.064882], [6.864722, -10.661807, -3.966773], [-14.874446, -3.477127, -5.317193], [3.021715, 3.190305, 0.885506], [-2.803842, -0.242099, 7.918652], [-2.945399, -4.472512, 0.575114], [-3.203562, -2.434455, 3.200640], [-1.305841, 7.861954, -0.102991], [8.019713, -6.978983, -6.369849], [-0.262568, 7.415144, -0.802746], [-2.016838, 1.691166, -4.286069], [-13.951938, -0.346812, -4.477193], [-2.889885, 2.374926, -1.947531], [2.962356, -1.097380, 8.474192], [2.357089, -1.903031, -5.852359], [2.053650, -0.399021, 5.766364], [-13.742710, -5.352594, -4.423682], [-0.291305, 7.954561, 5.117637], [4.786280, -7.393260, -7.334392], [1.802184, 0.565947, 0.055296], [-1.628377, -3.135452, 2.534564], [-1.793107, 1.787384, 2.577349], [4.077977, 1.031564, -2.332070], [3.936292, 0.709620, -7.803487], [0.847203, -0.845580, -4.618657], [-5.320727, -0.103812, 7.929109], [-4.479900, -0.407929, 5.246111], [2.152644, -7.005666, 5.162819], [2.182409, -5.911273, 5.439379], [5.085786, 2.599174, 8.267952], [-3.914531, 7.649897, 2.512960], [-5.463259, -2.149379, 8.490321], [-0.257689, 7.640478, -2.238642], [4.614767, -1.657265, -3.706110], [-15.358217, -4.073584, -6.072419], [0.428456, -3.342892, -4.108621], [-5.846180, 6.589527, 0.717410], [3.531656, 5.155444, 2.545595], [0.560358, -1.843183, -8.195537], [-0.394248, 8.253636, 7.081026], [-4.237850, 0.109683, 4.359222], [6.889762, -8.241068, -4.975655], [-3.090824, 0.026155, -0.215348], [4.430677, 6.004193, 4.122259], [0.372464, 4.215690, -3.133851], [2.325060, 4.013052, 0.768173], [-3.940779, 0.481842, -0.770359], [2.848061, 1.073399, -0.027818], [3.301733, 2.532874, 8.889133], [6.908212, -9.494366, -5.716994]], "atomic_forces_ev_per_a": [[-0.347, -0.232, 0.345], [-1.140, -0.515, -1.616], [-0.007, -0.186, -0.029], [0.750, 0.650, -0.469], [-1.200, 1.476, -1.356], [1.569, -0.746, -0.081], [-0.242, 0.672, 0.143], [-0.146, -0.033, -0.749], [-2.063, 1.176, 2.328], [0.032, -0.190, 0.672], [0.334, 0.391, 1.149], [-1.050, -0.425, 0.050], [-0.378, 1.078, -1.047], [0.469, 0.385, -0.623], [-0.928, -0.051, 0.441], [0.228, -0.381, -0.171], [0.366, 0.018, 1.690], [1.072, -0.232, -1.109], [0.646, 0.054, 0.331], [0.009, 0.135, 0.420], [-0.079, -1.020, 0.742], [0.077, 0.064, 2.792], [-0.446, 0.072, 0.590], [0.505, -0.572, -0.102], [0.356, 1.167, 1.108], [0.780, 0.390, -0.700], [-0.040, 0.385, 0.605], [-0.263, 0.281, -0.345], [-0.080, 1.766, -0.182], [-0.750, 0.080, 0.796], [-1.039, -0.173, 0.058], [0.009, -0.754, 0.260], [-1.589, -0.582, 0.469], [-0.040, -0.771, 0.513], [0.022, -2.516, 0.588], [1.070, -0.158, 1.128], [-0.784, -0.593, -0.115], [-0.416, 1.079, 0.491], [-0.155, -1.044, -0.077], [-0.006, 0.980, -1.004], [2.089, -1.135, 0.495], [0.568, -1.044, 0.094], [0.138, -0.567, 1.512], [-0.653, 0.084, 0.167], [0.365, -0.304, -0.286], [0.496, 0.059, -0.414], [0.478, -0.075, -0.218], [-0.655, 0.405, -0.063], [0.307, 0.506, 0.431], [-0.155, -0.501, 0.212], [-1.570, -0.570, 0.283], [0.003, -1.354, -0.171], [-0.155, 0.632, 0.061], [0.928, 0.090, 0.550], [-0.453, 0.453, 0.123], [0.333, 0.399, -0.212], [-0.380, 1.165, 0.904], [1.031, -0.327, -0.985], [0.818, -1.087, 1.268], [0.598, -0.407, -0.571], [0.255, 0.481, 0.086], [-0.255, -0.126, -0.441], [-0.054, 0.170, 0.132], [-0.619, -0.530, -0.221], [0.209, -0.030, -0.361], [-0.416, 0.146, -0.401], [0.664, 0.749, 0.960], [1.116, -0.548, -1.633], [0.231, 1.967, -0.765], [0.156, -0.319, 0.490], [0.220, 1.179, -0.050], [0.040, -0.502, -0.132], [-0.601, -0.254, 0.028], [-0.535, 0.007, 0.315], [0.048, -0.343, 0.345], [0.215, -0.327, -0.460], [-0.676, -0.081, -0.270], [0.531, 0.149, 0.681], [0.915, 0.266, 0.203], [-0.710, 0.226, -1.165], [-0.817, -0.080, -0.010], [0.887, 0.224, 0.465], [-1.746, 0.297, -1.311], [-2.264, 0.332, -0.136], [-0.822, -0.376, 1.479], [0.281, -0.395, -0.156], [0.100, 0.450, 0.247], [-0.250, 1.280, 0.004], [-0.289, 0.355, -1.602], [-0.418, -0.455, 0.477], [-0.090, 0.454, 0.035], [-0.019, 1.803, -0.321], [0.894, 3.158, -0.565], [-0.574, 0.221, 0.089], [-0.213, -0.376, -0.018], [1.635, 1.793, 0.274], [-0.195, 1.057, 0.789], [-1.007, -0.253, -0.494], [0.391, -0.432, 0.143], [-0.939, -1.795, -2.775], [0.256, -0.434, -0.601], [0.427, -0.248, -0.549], [-0.738, -1.091, 1.584], [0.788, -0.442, -0.140], [-1.047, -0.908, 0.549], [0.259, 0.908, 0.286], [-0.072, 0.161, -0.184], [0.005, -0.289, 0.599], [1.165, -1.171, 1.873], [0.432, 0.576, 1.081], [-1.533, -1.214, -0.979], [0.317, 0.317, -0.860], [0.847, -0.040, 0.559], [-0.642, 1.257, -0.207], [-0.202, -0.960, -0.988], [-0.325, -0.625, 1.566], [0.689, 1.142, 1.234], [0.280, -0.129, 0.551], [0.613, -1.224, -1.146], [0.224, 0.921, -1.498], [-0.393, 1.666, 1.993], [0.182, -1.210, -1.187], [0.755, -0.778, -0.370], [-0.460, 0.683, -0.130], [1.171, 0.685, 0.532], [0.343, -0.059, 0.116], [0.159, 0.251, -0.088], [0.273, -0.014, -0.306], [-0.134, -1.405, -0.888], [0.073, -0.468, 0.107], [-0.355, 1.201, -0.766], [0.159, -0.009, 0.364], [-0.916, 1.070, -1.768], [-1.267, -0.162, -0.540], [-0.338, -0.227, -0.250], [-0.660, 0.177, -0.440], [-0.731, 0.682, -0.058], [0.335, 0.146, 0.462], [0.332, 0.137, -0.536], [0.548, -2.694, -0.243], [0.024, -0.638, 0.486], [-0.213, -0.713, -0.044], [-0.392, -0.188, -0.018], [0.008, -0.512, -0.459], [-0.585, 0.439, 0.428], [1.047, 0.172, -0.260], [0.501, 0.805, -0.560], [0.494, -0.733, -0.153], [-0.915, -0.547, -2.381], [0.088, 0.485, 0.306], [-1.275, -0.276, 0.361], [0.475, 0.162, -0.232], [-0.134, -0.115, 1.264], [0.136, -0.137, 0.820], [0.179, -0.556, -0.863], [-0.336, -0.076, 0.021], [-0.777, 0.335, -1.097], [0.286, 0.374, 0.078], [-0.678, -0.161, 0.230], [0.157, -0.141, -0.644], [0.838, -0.662, 2.858], [0.076, -0.220, 0.396], [0.102, -0.394, -0.406], [0.864, 0.491, 0.706], [-0.253, -3.770, -2.968], [-0.211, 0.630, -0.263], [1.353, 0.424, -0.637], [-0.210, 0.047, 1.185], [-2.204, 0.124, -0.443], [-0.401, 0.540, -0.104], [-0.437, -0.084, -0.008], [0.569, 0.028, -0.094], [1.624, 0.160, -1.022], [-0.685, -0.860, -0.620], [-0.374, -0.707, -0.349], [0.068, -0.483, -0.681], [0.629, 1.403, -3.411], [0.116, -1.169, 1.669], [0.114, -0.024, -0.146], [-1.326, 0.581, -0.109], [-0.436, -0.032, -0.062], [1.202, -1.089, 0.630], [-0.228, 1.007, -0.006], [-0.644, -0.612, -1.047], [-0.222, -0.604, 0.243], [0.227, -0.548, -0.932], [-0.797, 0.618, 0.613], [-0.718, -0.254, 0.361], [-0.650, 0.765, 0.779], [0.247, 0.034, -0.187], [-0.016, -0.383, 0.323], [0.547, 0.407, -0.258], [-1.383, -0.153, -0.580], [0.593, -0.335, 1.425], [0.209, 0.119, 0.161], [-0.067, 0.154, 0.086], [0.356, -0.667, 1.034], [0.783, -0.135, 0.526], [-0.306, -0.605, 0.435], [-0.409, 0.407, -0.113], [1.622, -0.339, -0.302], [-0.060, -0.155, -0.625], [-0.039, 0.029, -0.025], [-0.197, 1.019, 1.326], [-1.139, 0.290, -1.163], [-0.082, 0.315, 0.131], [-0.441, -0.756, 1.279], [1.029, 0.066, -0.525], [0.235, 0.020, -0.112], [-0.115, -0.716, -0.082], [0.256, 1.456, -0.313], [-0.245, -2.129, 0.249], [-0.435, -0.357, 0.471], [-0.348, 0.309, 0.249], [2.075, 2.521, 1.677], [1.003, 1.362, -0.234], [-0.259, -0.730, 0.117], [1.320, -0.298, 1.471], [1.242, -0.694, 0.119], [0.967, 1.651, -1.138], [-0.334, -0.613, -0.120], [-0.390, 1.405, -0.116], [-0.668, 0.315, -0.879], [0.948, -0.139, 0.021], [-0.121, 2.354, -3.615], [-1.001, -0.198, -0.167], [2.377, -1.221, -0.145], [0.237, -0.303, 0.065], [0.562, 0.529, 2.185], [0.050, -0.014, 0.317], [0.591, -0.472, -0.563], [-0.541, -0.466, -0.758], [0.011, -0.386, -0.063], [-0.283, -0.527, -0.069], [0.542, -0.171, 1.182], [-1.116, 0.738, 0.185], [0.273, -0.406, 0.099], [-1.990, -0.754, -0.986], [0.690, -0.475, -0.252], [-0.098, -0.419, 0.146], [-0.052, -0.252, -0.058], [-0.118, -0.164, 0.970], [0.973, 0.111, -0.113], [1.424, -0.210, -0.685], [-0.288, -0.302, -0.243], [0.957, -1.270, -2.051], [0.123, 0.156, 0.284], [0.084, -0.902, 2.392], [-0.416, 1.523, -1.183], [0.160, -0.285, -0.651], [1.641, 1.376, 0.656], [0.032, -0.151, -0.119], [0.084, 0.035, -0.142], [-0.749, 0.419, 1.713], [0.851, 0.230, -0.587], [0.785, 0.750, -2.657], [-0.642, -0.214, 0.243], [0.678, -1.816, 4.132], [-0.327, 0.356, -0.753], [0.087, -0.016, -0.525], [-0.227, 0.065, -0.258], [-0.437, 0.108, 0.376], [1.390, 0.329, -0.472], [0.061, 0.470, -0.310], [0.518, -1.426, -0.693], [-0.206, -0.142, 0.070], [-0.897, 1.841, 1.659], [1.928, 1.104, -0.682], [-0.297, -0.131, 0.595], [0.860, -0.294, 0.084], [-1.743, 1.755, -0.033], [0.062, -1.313, 2.470], [-0.069, -0.370, 0.135], [-0.179, 0.905, 0.633], [0.400, -0.865, -0.460], [0.457, 1.013, -0.149], [-0.396, -0.870, 0.513], [-1.302, -0.035, -0.041], [-0.350, 0.631, -0.544], [-0.741, 0.130, 0.190], [0.591, 1.728, -0.470], [-0.343, 0.147, 0.091], [-0.662, -0.496, 0.059], [-0.190, -0.654, -0.956], [0.035, -0.171, 0.041], [-0.951, -1.025, -1.437], [0.084, -0.076, 0.053], [-0.436, -0.301, 0.776], [-0.793, 2.189, -0.402], [0.371, -1.353, -1.289], [0.920, 0.884, -0.718], [0.457, 0.248, 0.087], [-0.332, 0.345, -0.126], [-0.269, -0.195, 0.348], [0.134, -0.672, 0.175], [-1.723, -0.987, 0.125], [0.527, -0.612, -0.028], [0.361, 1.682, 0.854]]}